# C6H15NO

A 2-piece molecular cluster, C6H15NO overall (ωB97M-V/def2-TZVPD, the OMol25 dataset).

The gap between HOMO and LUMO is 9.980 eV. The relative energy (zero: lowest compared OMol25 entry of this formula, charge and spin) comes out at 3.3117 eV.

Geometry as XYZ:
```
23
Properties=species:S:1:pos:R:3:nbo_charge:R:1
C 1.565 2.634 0.488 -0.420
C 0.521 2.311 -0.323 -0.175
C -0.513 1.264 -0.331 -0.454
C -0.846 0.635 1.088 -0.410
C -0.083 -0.610 1.350 -0.434
C -0.669 -1.760 0.490 -0.221
N -1.797 -2.543 1.027 -0.828
H 2.100 3.580 0.442 0.203
H 2.062 1.975 1.248 0.192
H 0.526 2.849 -1.324 0.201
H -1.583 1.704 -0.648 0.224
H -0.310 0.477 -1.105 0.232
H -1.984 0.552 1.276 0.200
H -0.572 1.275 1.905 0.218
H 0.965 -0.501 1.023 0.204
H 0.121 -1.018 2.362 0.213
H -1.108 -1.456 -0.454 0.186
H -0.005 -2.528 0.246 0.188
H -1.546 -2.984 1.880 0.337
H -2.591 -2.016 1.354 0.344
O 1.706 -1.100 -4.255 -0.916
H 2.593 -1.025 -4.103 0.458
H 1.447 -1.717 -3.636 0.459
```

=====

# C4H6N2S

One molecule with the formula C4H6N2S (ωB97M-V/def2-TZVPD, the OMol25 dataset).

The gap between HOMO and LUMO is 9.953 eV. The relative energy (zero: lowest compared OMol25 entry of this formula, charge and spin) comes out at 3.9335 eV.

Geometry as XYZ:
```
13
Properties=species:S:1:pos:R:3:nbo_charge:R:1
H 0.345 -1.378 2.074 0.328
N 1.356 -1.655 1.729 -0.638
C 1.757 -0.660 1.066 0.253
N 0.933 0.469 0.891 -0.819
S -0.767 0.617 0.741 0.470
C -1.421 -0.148 -0.722 -0.680
C -0.764 0.151 -2.005 -0.020
C -0.300 0.592 -3.003 -0.239
H 2.751 -0.571 0.775 0.174
H 1.595 1.264 0.474 0.396
H -2.478 0.211 -0.823 0.273
H -1.637 -1.256 -0.644 0.250
H 0.040 0.544 -4.067 0.251
```

=====

# C13H18F4O11SV2

C13H18F4O11SV2 as an isolated structure (ωB97M-V/def2-TZVPD, the OMol25 dataset).

As for the spin multiplicity: 3. As for the total charge: +2. The gap between HOMO and LUMO (spin up / spin down) is 3.308 / 4.055 eV.

Geometry as XYZ:
```
49
Properties=species:S:1:pos:R:3:nbo_charge:R:1
O -2.995 1.416 -1.444 -0.177
V -1.991 1.145 -2.611 1.864
O 3.054 3.909 -1.174 -0.263
V 1.532 3.470 -1.507 1.971
F -0.527 2.865 -2.148 -0.814
C 1.486 -1.207 -0.204 0.797
F 2.345 -0.957 -1.190 -0.315
F 0.825 -2.238 -0.614 -0.281
F 2.111 -1.449 0.928 -0.273
S 0.379 0.402 0.043 2.297
O -0.083 0.451 1.419 -0.858
O 1.295 1.539 -0.285 -1.047
O -0.663 0.197 -0.935 -1.026
O -3.874 2.950 0.930 -0.589
C -3.362 2.135 1.675 0.795
O -3.720 0.879 1.696 -0.475
C -2.922 0.056 2.465 -0.087
C -2.293 0.991 3.436 -0.438
C -2.213 2.293 2.632 -0.534
H -2.262 -0.593 1.889 0.163
H -3.257 -0.859 2.954 0.212
H -1.340 0.618 3.811 0.236
H -2.979 1.007 4.283 0.234
H -1.315 2.394 2.022 0.228
H -2.552 3.152 3.210 0.263
O 6.190 3.734 -0.142 -0.537
C 5.837 2.607 -0.525 0.773
O 5.380 2.371 -1.779 -0.489
C 4.910 0.990 -1.788 -0.075
C 5.536 0.302 -0.542 -0.438
C 5.676 1.422 0.401 -0.546
H 5.297 0.539 -2.702 0.215
H 3.824 0.955 -1.873 0.142
H 6.473 -0.185 -0.811 0.239
H 4.960 -0.571 -0.237 0.226
H 6.606 1.388 0.968 0.273
H 4.856 1.422 1.119 0.246
O -3.070 -1.136 -2.517 -0.747
C -3.331 -2.193 -1.931 0.867
O -4.527 -2.466 -1.504 -0.420
C -4.529 -3.704 -0.751 -0.082
C -3.036 -3.852 -0.343 -0.427
C -2.377 -3.293 -1.580 -0.535
H -5.012 -4.550 -1.241 0.227
H -5.096 -3.503 0.158 0.222
H -2.834 -4.905 -0.148 0.255
H -2.763 -3.202 0.489 0.221
H -2.251 -3.921 -2.462 0.269
H -1.399 -2.815 -1.534 0.239
```

=====

# C40H52Ge2N12OTl

C40H52Ge2N12OTl as an isolated structure (ωB97M-V/def2-TZVPD, the OMol25 dataset).

As for the spin multiplicity: 2. The gap between HOMO and LUMO (spin up / spin down) is 5.373 / 5.224 eV.

Geometry as XYZ:
```
108
Properties=species:S:1:pos:R:3:mulliken_charge:R:1
Tl 0.589 0.863 -0.660 0.736
N 2.123 0.608 4.016 0.223
C 1.298 -0.500 4.091 -1.384
C 0.628 -0.528 2.907 -0.175
N 1.001 0.539 2.119 0.945
C 1.907 1.204 2.807 -0.198
C 2.668 2.322 2.328 -0.606
N 2.437 3.019 1.148 0.753
C 3.670 3.580 0.746 -0.520
C 4.581 3.332 1.693 -0.943
N 3.975 2.567 2.679 0.069
H 2.666 0.975 4.775 0.219
H 1.276 -1.145 4.956 0.448
H -0.093 -1.255 2.557 0.238
H 3.732 4.133 -0.176 0.535
H 5.610 3.645 1.757 0.476
H 4.443 2.173 3.473 0.303
C 5.131 -0.680 3.238 -0.819
C 6.391 -0.849 2.390 0.962
C 7.155 0.466 2.266 -1.519
C 6.050 -1.449 1.021 -1.392
N 5.205 -0.595 0.189 0.915
C 3.876 -0.544 0.096 -0.950
N 3.553 0.432 -0.716 0.431
N 4.732 0.964 -1.153 -0.452
N 5.732 0.348 -0.618 -0.563
H 5.379 -0.238 4.208 0.497
H 4.637 -1.640 3.425 0.367
H 4.408 -0.025 2.738 -0.328
H 7.042 -1.585 2.873 0.340
H 6.545 1.231 1.777 0.140
H 8.066 0.346 1.673 0.411
H 7.441 0.833 3.256 0.448
H 5.514 -2.387 1.154 0.382
H 6.957 -1.642 0.452 0.446
H 3.174 -1.198 0.608 0.742
C 1.287 3.274 0.442 -1.906
C 0.068 3.432 1.251 0.932
C 0.099 3.887 2.584 -0.484
C -1.064 4.210 3.264 -0.906
C -2.302 4.059 2.650 -0.403
C -2.356 3.635 1.329 -0.556
C -1.191 3.354 0.634 0.225
H 1.050 4.018 3.084 0.414
H -1.005 4.588 4.279 0.421
H -3.215 4.275 3.192 0.427
H -3.316 3.524 0.837 0.280
H -1.249 3.087 -0.414 0.911
C -3.468 0.378 -4.283 -1.465
Ge -3.903 1.028 -2.459 0.885
C -3.413 2.934 -2.640 -1.346
C -5.880 1.042 -2.480 -1.592
Ge -2.548 0.018 -0.647 0.201
C -3.171 -1.904 -0.690 0.246
C -2.883 -2.719 0.417 -0.309
C -3.251 -4.059 0.463 -0.552
C -3.905 -4.640 -0.619 -0.640
C -4.188 -3.864 -1.737 -0.584
C -3.826 -2.516 -1.768 -0.047
C -3.564 0.569 0.993 -0.374
C -4.901 0.983 1.009 -0.222
C -5.518 1.401 2.186 -0.726
C -4.813 1.402 3.385 -0.581
C -3.486 0.989 3.396 -0.578
C -2.874 0.589 2.212 0.262
H -4.018 1.005 -4.995 0.414
H -3.759 -0.666 -4.454 0.497
H -2.397 0.502 -4.484 0.328
H -3.973 3.379 -3.470 0.472
H -2.343 3.037 -2.847 0.320
H -3.638 3.502 -1.732 0.290
H -6.207 1.318 -3.488 0.449
H -6.270 1.784 -1.777 0.448
H -6.307 0.067 -2.225 0.408
H -2.383 -2.280 1.282 0.146
H -3.029 -4.653 1.345 0.442
H -4.194 -5.684 -0.590 0.371
H -4.707 -4.304 -2.582 0.399
H -4.082 -1.926 -2.643 -0.113
H -5.477 0.974 0.091 0.242
H -6.555 1.718 2.167 0.413
H -5.294 1.726 4.300 0.390
H -2.921 0.997 4.325 0.448
H -1.820 0.322 2.231 0.121
C 0.941 -4.627 0.093 -0.952
N 0.114 -3.834 -0.803 0.490
C -0.784 -4.469 -1.770 -0.809
C 0.263 -2.506 -0.809 0.325
O 1.061 -1.876 -0.105 -0.285
H 0.722 -5.680 -0.064 0.344
H 0.737 -4.367 1.133 0.276
H 2.002 -4.449 -0.092 0.281
H -1.123 -5.424 -1.374 0.360
H -0.288 -4.643 -2.729 0.333
H -1.663 -3.843 -1.928 0.158
H -0.417 -1.992 -1.500 -0.292
N -1.140 -1.376 -6.092 -0.421
C -0.034 -0.906 -5.426 0.144
C -0.049 -0.691 -4.034 0.239
N 1.025 -0.271 -3.391 0.284
C 2.135 -0.045 -4.101 -0.310
C 2.143 -0.261 -5.463 -0.512
N 1.070 -0.691 -6.132 -0.653
H -2.041 -1.243 -5.667 0.257
H -1.102 -1.300 -7.094 0.268
H -0.957 -0.854 -3.451 0.202
H 3.006 0.321 -3.566 0.291
H 3.039 -0.087 -6.050 0.385
```

=====

Values of calculated total energy, in order: -10000.445, -18057.040, -109354.591, -179974.006, all in eV.
Values of largest force on an atom, in order: 3.9, 4.7, 6.5, 0.7, all in eV/Å.